The following is a quantum chemistry calculation of one molecule with the formula C5H13N3O2, from OMol25.

Cartesian coordinates (Å):
O: -1.143819 -1.630627 -0.966425
O: -0.209893 -0.843620 1.258601
N: -0.090053 2.184832 0.677095
N: 0.193715 0.425888 -0.862840
N: 1.992997 1.240849 0.369676
C: -0.102359 -1.282550 -0.446453
C: -0.660467 0.935402 -1.918844
C: 1.101835 -2.196350 -0.421765
C: -1.535868 -0.690290 1.673968
C: 0.641512 1.180090 0.141736
H: 1.792145 -1.969929 0.386042
H: -2.229694 -1.262360 1.040505
H: -0.440161 0.360048 -2.817549
H: -1.866273 0.358973 1.550303
H: 2.520243 0.577134 -0.175464
H: 0.357421 2.868743 1.265314
H: 2.256427 1.318846 1.341534
H: 1.622182 -2.146354 -1.380262
H: -1.711612 0.749513 -1.682016
H: -1.091730 2.077275 0.675538
H: -1.654817 -1.029603 2.709708
H: -0.488389 1.989419 -2.135872
H: 0.746659 -3.215329 -0.282530

Atomic forces in eV per Å
0.51 0.49 0.25
0.06 -0.63 -1.11
0.30 -0.58 -0.21
1.29 -0.60 0.44
-0.74 -0.59 0.84
-1.20 0.22 1.40
-0.66 -0.50 0.45
0.47 0.60 -0.22
0.13 -0.02 -0.68
-0.15 1.01 -1.82
0.01 0.17 0.01
0.14 -0.12 0.06
0.00 0.02 0.00
-0.09 -0.05 0.43
-0.03 -0.10 0.10
-0.23 -0.03 -0.02
0.26 -0.04 -0.01
-0.01 0.01 -0.01
-0.09 0.22 -0.18
0.12 0.13 0.13
0.00 0.25 -0.08
0.08 0.02 0.22
-0.18 0.10 0.02

Summary:
- highest occupied orbital energy (eV) = -8.41
- total energy (a.u.) = -512.9976

For each atom in turn, the natural (NBO) charge in e is: O -0.683; O -0.726; N -0.789; N -0.577; N -0.789; C 0.799; C -0.415; C -0.697; C -0.246; C 0.741; H 0.220; H 0.189; H 0.216; H 0.108; H 0.410; H 0.402; H 0.389; H 0.214; H 0.201; H 0.417; H 0.175; H 0.198; H 0.242

The following is a quantum chemistry calculation of a 2-piece molecular cluster, C5H13N3O2 overall, from OMol25.

Cartesian coordinates (Å):
O: 1.105768 0.539394 1.772911
O: 2.223630 1.715474 0.275492
N: 1.080373 -1.053392 -1.175456
N: -1.285718 -1.048637 -0.861192
N: -0.431202 0.516738 -2.218247
C: -1.216084 -1.953477 0.266437
C: -2.560040 -1.991751 1.012138
C: 0.047718 2.518195 1.242167
C: 1.213117 1.609253 0.909225
C: -0.211887 -0.614419 -1.391802
H: -3.096329 -2.874037 0.658482
H: 1.818983 -0.085913 1.576898
H: -3.116332 -1.088864 0.892220
H: -1.005873 -2.983071 -0.053790
H: -0.401664 2.198329 2.165695
H: 0.385690 3.534927 1.294707
H: -1.410815 0.459029 -2.435135
H: -0.682436 2.198154 0.489106
H: -2.365036 -2.214062 2.062439
H: 1.758547 -0.574961 -1.740496
H: 0.312971 0.624574 -2.889949
H: 1.278210 -2.034799 -1.293707
H: -0.390440 -1.751395 0.962265

Atomic forces in eV per Å
-0.39 -0.24 -0.41
-0.54 0.77 -1.07
0.70 0.22 -0.26
0.43 -0.30 0.64
1.69 -1.27 1.23
-0.02 -0.62 -0.01
1.05 -1.40 0.15
0.29 -1.27 -1.16
0.86 -0.98 2.97
-1.65 0.63 -0.16
-0.48 0.38 -0.16
0.02 0.14 -0.17
-0.38 0.52 -0.05
-0.02 -0.02 -0.21
0.19 -0.04 0.48
-0.32 0.54 -0.52
-0.03 0.55 -0.76
-0.15 1.05 -0.23
-0.13 0.31 0.13
0.25 0.47 0.04
-0.71 0.31 -0.67
-0.61 -0.26 0.36
-0.05 0.53 -0.15

Summary:
- highest occupied orbital energy (eV) = -8.67
- total energy (a.u.) = -513.0635
- SMILES = CCN=C(N)N.CC(=O)O

For each atom in turn, the natural (NBO) charge in e is: O -0.714; O -0.597; N -0.847; N -0.565; N -0.835; C -0.243; C -0.604; C -0.731; C 0.810; C 0.575; H 0.201; H 0.490; H 0.217; H 0.166; H 0.243; H 0.239; H 0.413; H 0.258; H 0.201; H 0.380; H 0.370; H 0.393; H 0.180

The following is a quantum chemistry calculation of a 2-piece molecular cluster, C5H13N3O2 overall, from OMol25.

Cartesian coordinates (Å):
O: -2.243573 -0.259309 -1.305721
O: -1.137116 -1.486931 -2.854695
N: 0.807905 -0.884998 0.779154
N: -1.040702 0.698527 1.138294
N: 0.531516 1.019708 -0.530677
C: 2.102686 -1.180885 0.147201
C: -1.379350 -1.235022 -1.534838
C: 0.067824 0.287820 0.502172
C: -0.417511 1.838839 -1.181011
C: -1.301714 0.119766 2.450101
H: 1.194549 0.551757 -1.174467
H: -1.556950 -0.993493 2.336072
H: 2.277743 -0.312371 -0.459408
H: 0.100564 2.678618 -1.627560
H: 1.972587 -2.031948 -0.462705
H: -0.943142 1.246439 -1.883307
H: -1.114377 2.342260 -0.429030
H: -2.213320 -0.007769 -0.320759
H: -2.183554 0.602823 2.845569
H: -0.954150 -2.467730 -3.017581
H: 2.920747 -1.202539 0.930001
H: -0.397406 -0.098790 2.971361
H: 0.702067 -1.222908 1.698078

Atomic forces in eV per Å
0.54 -0.71 -1.08
-1.53 -0.22 -0.11
-0.29 1.75 -0.21
2.12 -0.86 -0.83
1.10 -0.83 -0.53
-0.43 1.67 1.95
0.08 -1.38 1.15
-0.90 -1.17 1.92
-0.65 2.89 0.70
-0.58 -2.96 -2.47
-1.13 0.60 0.70
-0.57 1.00 -0.12
0.99 -0.14 -0.32
0.13 0.06 -0.53
0.43 -1.15 -0.54
-0.73 0.24 -0.86
0.88 -1.12 -1.01
0.50 -0.42 -1.00
0.48 0.20 0.88
0.04 2.18 1.02
-0.85 -0.42 -1.08
0.64 1.25 1.51
-0.29 -0.46 0.87

Summary:
- highest occupied orbital energy (eV) = -8.14
- total energy (a.u.) = -512.9329

For each atom in turn, the natural (NBO) charge in e is: O -0.713; O -0.740; N -0.615; N -0.672; N -0.611; C -0.400; C 0.370; C 0.627; C -0.431; C -0.437; H 0.383; H 0.161; H 0.182; H 0.193; H 0.206; H 0.205; H 0.245; H 0.548; H 0.220; H 0.514; H 0.205; H 0.176; H 0.384

The following is a quantum chemistry calculation of C5H13N3S3Zn as an isolated structure, from OMol25.

Cartesian coordinates (Å):
Zn: -1.209648 -0.267543 0.055978
S: -2.940975 1.340456 -0.155643
S: -3.073804 -1.508699 0.112796
S: -5.671516 0.056631 -0.328969
N: 1.086225 0.404895 0.043334
N: -0.486061 -0.136841 2.141466
N: -0.598240 -0.208484 -2.017122
C: -4.025655 -0.008837 -0.160361
C: 1.744397 0.317581 -1.260705
C: 1.883799 0.020648 1.169213
C: 0.856354 -0.299895 -2.348206
C: 1.004758 -0.052543 2.433049
H: -1.091265 -0.928086 -2.557098
H: 0.630176 1.309394 0.177837
H: 2.149703 1.276977 -1.595240
H: -0.999086 0.695032 -2.326416
H: -0.849337 -0.958895 2.632900
H: 2.665931 -0.290246 -1.130715
H: 1.158519 -1.327512 -2.528214
H: 2.730772 0.733455 1.366932
H: -0.960464 0.680680 2.543027
H: 1.097815 0.254934 -3.269695
H: 1.326951 -0.955059 2.988741
H: 2.329043 -0.962785 0.974904
H: 1.241597 0.814736 3.038219

Atomic forces in eV per Å
0.00 0.43 0.04
0.22 1.18 -0.08
-1.12 -0.82 -0.08
1.01 -0.09 0.05
-0.51 0.18 -0.95
1.13 -0.06 0.85
0.61 0.02 -1.03
0.08 -0.76 0.27
0.86 -0.15 0.45
0.47 0.28 0.58
-0.19 0.77 -0.44
-0.38 -0.60 0.08
0.01 0.34 0.42
0.48 -0.10 -0.01
-0.33 0.19 0.12
0.28 -0.68 0.27
-0.11 0.45 -0.32
-0.65 0.12 -0.11
-0.37 -0.20 0.17
-0.55 -0.58 -0.15
0.11 -0.49 -0.26
-0.27 -0.34 0.10
-0.34 0.58 -0.10
-0.13 0.21 -0.15
-0.31 0.10 0.26

Summary:
- highest occupied orbital energy (eV) = -6.86
- total energy (a.u.) = -3336.4967

For each atom in turn, the natural (NBO) charge in e is: Zn 1.455; S -0.490; S -0.516; S -0.089; N -0.696; N -0.920; N -0.924; C -0.494; C -0.231; C -0.219; C -0.238; C -0.239; H 0.410; H 0.384; H 0.193; H 0.408; H 0.406; H 0.206; H 0.206; H 0.181; H 0.406; H 0.195; H 0.209; H 0.197; H 0.200

The following is a quantum chemistry calculation of a 2-piece molecular cluster, C5H13NO overall, from OMol25.

Cartesian coordinates (Å):
O: 0.440162 0.055679 1.401959
N: -1.132499 0.903130 2.835367
C: -0.034861 2.497024 1.328335
C: 0.399810 -1.221498 -0.948145
C: 0.539793 -2.610165 -1.593169
C: -0.000991 -0.242365 -2.041042
C: -0.153971 1.116970 1.829253
H: 0.748873 2.582268 0.578885
H: -0.327629 -1.305278 -0.151722
H: 0.795324 0.053433 -2.740461
H: -1.212592 0.005647 3.275291
H: -0.861458 2.847471 0.647441
H: -0.434278 -2.980128 -1.927779
H: -0.871290 -0.463048 -2.659714
H: -1.452034 1.636446 3.451838
H: 1.212886 -2.582215 -2.450028
H: 1.298364 -0.776017 -0.536985
H: -0.132863 0.747761 -1.580323
H: 0.267847 3.110475 2.186564
H: 0.911408 -3.375591 -0.905565

Atomic forces in eV per Å
-0.11 0.92 0.12
-0.99 0.57 0.04
0.69 -0.91 -0.46
-0.15 -0.77 -1.73
0.36 -0.11 0.42
0.06 1.80 0.20
0.34 -1.16 0.39
0.65 -0.41 0.27
-0.02 0.44 0.09
0.26 -0.86 -0.02
0.51 -0.29 -0.22
-0.71 0.51 0.77
-0.02 0.17 -0.14
-0.20 -0.26 0.22
0.28 0.31 -0.12
0.05 -0.07 -0.16
0.18 -0.63 0.39
-0.62 -0.20 0.14
-0.67 0.85 -0.27
0.12 0.11 0.09

Summary:
- highest occupied orbital energy (alpha / beta) (eV) = 1.47 / -3.94
- total energy (a.u.) = -328.2248
- total charge = -1
- multiplicity = 2
- <S²> = 0.754

For each atom in turn, the natural (NBO) charge in e is: O -0.866; N -0.907; C -0.711; C -0.407; C -0.604; C -0.632; C 0.416; H 0.208; H 0.237; H 0.180; H 0.355; H 0.063; H 0.182; H 0.179; H 0.318; H 0.179; H 0.232; H 0.214; H 0.175; H 0.191

The following is a quantum chemistry calculation of a 2-piece molecular cluster, C5H13NO overall, from OMol25.

Cartesian coordinates (Å):
O: -1.349062 -2.094750 2.085973
N: -0.060770 -2.413402 0.246296
C: 0.861700 -1.177647 2.101506
C: -1.154253 0.758583 -1.822768
C: 0.227527 2.427276 -0.323241
C: -0.335126 -1.866653 1.463032
C: 0.143883 1.152580 -1.139469
H: -1.187882 -0.300095 -2.071496
H: 1.458810 -0.609231 1.386845
H: 0.814333 -2.314043 -0.234630
H: 0.672102 0.355672 -0.599186
H: 0.915040 1.190417 -1.931557
H: 1.268418 2.694435 -0.201691
H: 0.533342 -0.674805 2.965325
H: 1.503616 -2.041528 2.298080
H: -0.134248 3.315511 -0.853654
H: -0.711757 -3.050354 -0.181490
H: -1.268238 1.321435 -2.742541
H: -0.277175 2.326986 0.636735
H: -1.920264 0.999613 -1.082075

Atomic forces in eV per Å
-0.29 0.25 -0.32
-0.34 -0.21 -0.65
0.20 -1.31 -1.77
0.16 0.21 1.17
-0.20 0.37 -0.55
0.79 -0.43 0.47
2.30 -0.61 -1.26
-0.02 -0.04 0.11
-0.32 0.48 0.18
0.08 0.25 0.24
-0.98 -0.22 0.56
-0.26 0.61 -0.15
0.38 -0.23 0.56
0.01 0.70 0.98
0.07 0.17 0.69
-0.54 -0.27 0.01
-0.19 0.09 0.19
-0.32 0.22 0.01
0.04 0.17 0.04
-0.56 -0.20 -0.52

Summary:
- highest occupied orbital energy (eV) = -9.83
- total energy (a.u.) = -328.3006
- SMILES = CC(N)=O.CCC

For each atom in turn, the natural (NBO) charge in e is: O -0.608; N -0.837; C -0.709; C -0.608; C -0.611; C 0.678; C -0.398; H 0.211; H 0.214; H 0.390; H 0.188; H 0.186; H 0.211; H 0.241; H 0.231; H 0.204; H 0.400; H 0.206; H 0.205; H 0.206

What did we get for ΔE to the lowest compared entry with this formula, charge and spin? Answer: 61.3, 20.0, 101.9, 4.3, 30.2, 11.5 kcal per mole, in the order shown.